No. 1
# C19H24N6O2RuS3Sb

C19H24N6O2RuS3Sb as an isolated structure (the ωB97M-V functional and the def2-TZVPD basis, OMol25).

Properties
- largest force on an atom (eV Å⁻¹) = 3.6
- ΔE to the lowest compared entry with this formula, charge and spin (eV) = 0.000
- highest occupied orbital energy (alpha / beta) (eV) = -10.2 / -10.2
- Kohn-Sham gap (alpha / beta) (eV) = 6.00 / 5.99
- 2S+1 = 1
- charge = +1

The geometry in XYZ format:
```
56
Properties=species:S:1:pos:R:3:forces:R:3:nbo_charge:R:1
S 2.092849 1.330494 0.395901 -0.2979 -0.7119 -0.5985 -0.509
O -6.077566 -3.482306 1.951061 -0.0484 -0.0478 -0.0628 -0.362
H 2.369313 -2.071398 -2.393686 0.0436 -0.0430 0.0551 0.204
H 2.952005 -1.544392 0.550193 -0.0124 0.0165 -0.0172 0.244
H 0.749883 -3.532591 -1.810833 0.0198 -0.0190 0.0157 0.206
H 2.944888 -3.064991 -0.369764 -0.0303 -0.0368 -0.0036 0.206
H 0.132814 -3.582096 -0.159469 0.0216 -0.0409 0.0086 0.213
H -5.416297 2.179568 -0.373476 0.0256 0.0250 0.0330 0.244
N -6.250905 -2.322759 1.640827 0.0704 -0.0267 0.0504 0.533
S -0.295110 1.190309 2.674676 0.1227 -0.3496 -1.1406 0.032
C 0.621027 -0.208188 2.349768 0.4546 -0.4728 -0.2098 0.118
C -3.711667 -2.003352 1.512451 -0.1212 -0.2043 0.0790 -0.012
N -1.844302 0.831190 0.176544 0.9442 0.0236 -0.6741 -0.398
S 3.577205 1.320406 3.637367 -0.2549 0.2704 -0.1219 -0.644
H 2.088564 1.523334 -2.208183 0.0079 0.0023 0.0118 0.230
C -4.217523 0.515310 0.291993 -0.1365 0.1043 -0.0041 -0.100
H -1.721764 -4.334428 2.951041 0.0343 0.0085 -0.0251 0.250
H -1.810607 -0.003627 -2.480266 0.0072 -0.0031 0.0036 0.200
O -7.320538 -1.764826 1.605796 -0.0371 0.0655 -0.0225 -0.338
H -3.421514 3.632139 -0.760860 0.0325 -0.0144 0.0020 0.251
C -2.911891 0.065562 0.461263 -0.1541 0.1302 -0.0580 0.247
C -4.410820 1.814683 -0.202953 -0.0846 0.0018 -0.0007 -0.095
N 0.214301 0.536693 -2.177308 -0.1716 0.0886 -0.1114 -0.471
H 1.876994 -1.687728 2.608410 0.0449 0.1079 -0.2159 0.376
N -1.361825 -1.533833 1.161151 0.5876 0.0358 -0.3764 -0.422
H -0.006395 -2.855800 1.931665 0.0009 0.0053 0.0448 0.214
C -2.041515 2.078381 -0.213240 -0.0354 0.1566 0.0294 0.101
H 1.054560 1.836803 -3.615040 -0.0324 0.0088 -0.0079 0.192
N 1.312618 -0.965430 3.032941 -0.2312 0.0351 0.5166 -0.646
H 1.271734 -0.445024 -3.726188 -0.0380 0.0189 -0.0391 0.212
C 2.327009 -2.367650 0.204847 0.0423 -0.0344 -0.0558 -0.420
H 1.924399 -2.906648 1.060452 0.0014 -0.0372 -0.0296 0.188
C -5.295644 -0.342204 0.678590 -0.0710 0.1885 -0.1075 -0.124
C -3.349950 -3.166818 2.219987 -0.0265 -0.0854 0.0827 -0.110
H -4.108767 -3.810163 2.634362 0.0550 0.0355 -0.0212 0.269
H -1.153528 2.681875 -0.349726 0.0181 -0.0382 -0.0613 0.235
C 0.312147 -2.931132 -1.008004 0.0319 -0.0525 0.1015 -0.419
H 0.701977 2.586385 -2.038266 0.0163 0.0018 0.0209 0.210
C 1.065274 1.685335 -2.529616 -0.0627 0.0311 -0.0436 -0.418
N 1.230162 -1.842069 -0.625154 0.2477 0.7020 -0.2964 -0.441
C -2.660677 -1.206626 1.041619 -0.0682 -0.1854 -0.0077 0.132
C -5.054443 -1.526693 1.262880 0.0818 -0.0637 0.0522 0.038
H -0.646844 -2.539961 -1.335567 -0.0145 0.0144 -0.0260 0.209
H -1.478387 1.737654 -2.558302 -0.0123 0.0147 -0.0154 0.205
C -1.097200 0.752761 -2.810260 0.0586 -0.1148 -0.0564 -0.408
Sb 2.139106 2.600065 2.529707 0.4846 -0.0327 0.2413 0.949
H -1.010569 0.702768 -3.901755 -0.0043 -0.0081 0.0000 0.200
C 0.806419 -0.674533 -2.761146 0.0738 -0.0102 0.0515 -0.239
C -2.022558 -3.462281 2.388237 0.0130 0.0302 -0.0468 -0.234
C 1.842357 -1.278820 -1.848810 0.0403 -0.1290 -0.1227 -0.245
C -3.316102 2.609703 -0.426803 0.0027 -0.0192 0.0338 -0.234
H 2.577398 -0.533361 -1.545199 0.0210 0.0028 0.0104 0.238
Ru 0.184176 0.069448 0.358211 -1.5940 0.7561 3.0897 0.565
H -6.317977 -0.026017 0.523894 0.0009 0.0057 0.0147 0.269
C -1.055326 -2.629307 1.823464 -0.0706 -0.1016 0.0782 0.099
H 0.011146 -1.392368 -2.955534 0.0027 -0.0050 -0.0467 0.209
```
Positions in Å, forces in eV/Å.

---

No. 2
# C19H25As2NNiO4S

C19H25As2NNiO4S as an isolated structure (the ωB97M-V functional and the def2-TZVPD basis, OMol25).

Properties
- largest force on an atom (eV Å⁻¹) = 0.5
- ΔE to the lowest compared entry with this formula, charge and spin (eV) = 0.054
- highest occupied orbital energy (eV) = -8.3
- Kohn-Sham gap (eV) = 8.48
- 2S+1 = 1

The geometry in XYZ format:
```
53
Properties=species:S:1:pos:R:3:forces:R:3:nbo_charge:R:1
C -3.977710 -0.955934 -4.422340 -0.0047 0.0132 0.0039 -0.197
H -4.483564 0.633318 -3.081120 -0.0031 -0.0050 0.0072 0.213
C -0.719458 -3.254830 -0.707925 -0.0195 -0.0106 -0.0615 -0.944
S 2.534851 -0.743121 0.523547 0.0754 0.3167 -0.4025 2.325
C 2.658801 1.085357 4.695349 0.0213 -0.0105 -0.0265 0.002
C -1.963780 -2.170378 -3.917127 0.0000 -0.0022 -0.0140 -0.142
H -3.231727 -2.593287 -5.591186 0.0010 0.0044 -0.0021 0.221
C 2.687755 1.746499 6.044659 -0.0070 0.0086 0.0285 -0.630
C -1.746769 -1.363039 -2.804449 0.0397 -0.1036 -0.0300 -0.374
H 2.084615 -2.315800 -2.057010 -0.0128 0.0048 0.0009 0.272
H -2.379343 3.161649 -0.570610 0.0165 -0.0052 0.0118 0.269
As -0.241168 -1.596914 -1.583748 0.0959 0.0375 0.0792 1.102
O -0.031071 2.057410 0.341418 0.1513 -0.0824 -0.0369 -0.814
As -2.288175 0.706526 -0.922864 0.0318 0.1610 -0.0356 1.076
H 0.083401 -3.506673 -0.023041 0.0130 -0.0198 0.0285 0.275
H 2.485109 2.815454 5.951590 0.0033 -0.0012 -0.0093 0.227
H 1.009693 -2.892400 -3.361285 0.0040 0.0002 -0.0048 0.222
C -2.660074 -0.354803 -2.501830 -0.0740 0.0323 0.0415 -0.350
O 1.685908 -1.918196 0.537642 -0.0953 -0.1745 0.0409 -1.006
H 3.176598 1.801864 0.352060 -0.0393 -0.0012 0.0400 0.228
C 1.171709 2.596403 0.381325 -0.0065 0.0828 -0.2085 0.773
H -4.839956 -0.793602 -5.055814 -0.0002 -0.0019 0.0018 0.221
H 0.515472 1.047786 4.577176 0.0038 0.0024 0.0079 0.211
H 4.789574 0.978116 4.496557 -0.0039 0.0012 0.0062 0.211
H -4.712696 0.431614 -0.272336 0.0021 0.0068 -0.0038 0.231
H 1.526264 -1.181542 -3.300094 -0.0016 -0.0010 -0.0085 0.248
C 2.263239 1.725172 -0.239706 0.1124 -0.0755 -0.1130 -0.368
C 1.404522 0.234856 2.814001 -0.0329 0.0258 0.0530 -0.202
C -3.072304 -1.965279 -4.724278 0.0090 -0.0119 0.0043 -0.211
O 3.904047 -0.923672 0.115629 0.0311 0.0414 0.0481 -0.962
C -3.770401 0.304052 0.258345 0.0204 0.0009 0.0117 -0.942
N 1.795284 0.343674 -0.408287 0.0646 -0.0670 0.4756 -1.003
H 3.660186 1.631899 6.521943 0.0000 -0.0023 -0.0039 0.216
H 0.453353 0.039342 2.334862 0.0059 -0.0189 -0.0191 0.223
Ni -0.086422 0.381662 -0.453839 -0.0767 -0.0244 0.0554 0.692
C 1.443183 0.804559 4.072974 0.0013 -0.0037 -0.0168 -0.202
C -3.774715 -0.154478 -3.309865 -0.0127 0.0056 -0.0167 -0.200
H 4.725227 -0.041344 2.236645 -0.0125 -0.0058 -0.0088 0.245
C -2.618196 2.539729 -1.430588 -0.1192 -0.0529 -0.0415 -0.943
H -3.686050 -0.721265 0.612268 -0.0037 -0.0034 -0.0020 0.241
H -3.654557 2.681759 -1.734922 0.0106 0.0205 0.0048 0.222
H -1.649458 -3.117596 -0.158778 0.0015 0.0178 0.0028 0.232
H 2.501928 2.147795 -1.220053 -0.0346 0.0439 0.0289 0.219
C 3.810937 0.198300 2.762117 0.0250 0.0047 -0.0025 -0.204
H -1.266481 -2.963182 -4.161895 0.0046 0.0069 0.0002 0.205
H -0.854507 -4.038248 -1.453182 0.0001 0.0164 -0.0073 0.225
H 1.929063 1.326805 6.705919 0.0030 -0.0037 -0.0021 0.217
C 1.255159 -2.054296 -2.710768 -0.0545 -0.0360 -0.0065 -0.947
O 1.405438 3.709604 0.793623 -0.0505 -0.0537 0.0742 -0.625
H -3.732640 0.982674 1.108672 0.0121 -0.0034 0.0059 0.248
H -1.948536 2.801871 -2.246547 0.0084 -0.0079 -0.0016 0.249
C 2.592380 -0.065031 2.160722 -0.0908 -0.0737 0.0024 -0.288
C 3.836053 0.769176 4.026438 -0.0130 0.0078 0.0201 -0.208
```
Positions in Å, forces in eV/Å.